Below is a cluster of 2 separate species, C4H9BN2O2 in total in a non-equilibrium geometry, with properties calculated with ωB97M-V/def2-TZVPD.

```
18
Properties=species:S:1:pos:R:3:lowdin_charge:R:1
B -0.126 1.293 0.832 -0.76
C -1.255 -0.607 -0.490 -0.18
C -0.644 -0.171 0.611 -0.04
C -1.798 -1.979 -0.692 -0.10
C 1.877 -0.549 0.552 0.05
N 2.657 0.598 -1.371 0.10
N 2.343 0.121 -0.297 -0.14
O 0.292 1.657 2.067 0.17
O -0.061 2.226 -0.164 0.16
H -1.396 0.058 -1.338 0.10
H -0.574 -0.862 1.441 0.10
H -1.504 -2.365 -1.667 0.07
H -1.442 -2.655 0.083 0.08
H -2.888 -1.955 -0.659 0.08
H 2.069 -0.838 1.548 0.05
H 2.279 1.517 -1.564 0.07
H 0.584 2.568 2.116 0.11
H -0.414 1.945 -1.008 0.09
```

## Properties
- spin multiplicity = 3
- LUMO (alpha / beta) (eV) = 0.52 / -1.38
- M (u) = 127.94
- ΔE to the lowest compared entry with this formula, charge and spin (kJ/mol) = 0.3
- expectation value of S² = 2.01
- HOMO (alpha / beta) (eV) = -5.188 / -9.460

Below is the ion C4H9BNO2 with charge +1 in a non-equilibrium geometry, with properties calculated with ωB97M-V/def2-TZVPD.

```
17
Properties=species:S:1:pos:R:3:lowdin_charge:R:1
C 2.128 0.940 0.477 0.18
N 1.480 -0.114 0.440 -0.03
C 1.288 -0.959 -0.712 -0.09
C -0.294 -0.971 -0.711 -0.12
C -1.076 -0.048 -0.251 0.00
B -2.802 0.122 -0.021 -0.57
O -3.647 1.103 -0.426 0.19
O -3.189 -1.062 0.521 0.15
H 2.800 1.136 -0.319 0.13
H 1.867 1.613 1.308 0.15
H 0.802 -0.414 1.163 0.18
H 1.669 -2.065 -0.602 0.18
H 1.640 -0.418 -1.574 0.12
H -0.938 -1.775 -1.181 0.14
H -0.675 0.918 0.357 0.13
H -4.559 1.087 -0.115 0.12
H -3.946 -1.355 1.078 0.14
```

## Properties
- LUMO (eV) = -4.77
- M (u) = 113.93
- charge = +1
- ΔE to the lowest compared entry with this formula, charge and spin (kJ/mol) = 237.8
- HOMO (eV) = -14.096

Below is a structure of composition C4H9BrN in a non-equilibrium geometry, with properties calculated with ωB97M-V/def2-TZVPD.

```
15
Properties=species:S:1:pos:R:3:lowdin_charge:R:1
C 1.366 0.251 0.386 0.03
C 0.526 -0.613 -0.485 -0.38
C -0.171 0.826 -0.597 -0.78
C -0.145 -1.799 0.190 -0.05
N -1.112 1.312 0.327 0.14
Br 0.262 1.900 -2.071 0.85
H 1.193 0.336 1.469 0.10
H 2.312 0.708 -0.041 0.12
H 0.803 -0.822 -1.551 0.14
H -0.788 -1.531 0.984 0.06
H 0.659 -2.324 0.628 0.07
H -0.610 -2.545 -0.531 0.12
H -2.007 1.202 -0.215 0.19
H -1.144 2.374 0.338 0.19
H -1.142 0.725 1.170 0.18
```

## Properties
- LUMO (eV) = -3.82
- M (u) = 151.03
- charge = +1
- ΔE to the lowest compared entry with this formula, charge and spin (kJ/mol) = 145.3
- HOMO (eV) = -13.147

Below is a cluster of 2 separate species, C4H9BrN in total in a non-equilibrium geometry, with properties calculated with ωB97M-V/def2-TZVPD.

```
15
Properties=species:S:1:pos:R:3:lowdin_charge:R:1
C 0.187 0.213 1.988 -0.07
C -1.285 0.004 2.047 -0.06
C -0.640 0.478 0.695 -0.21
C -0.177 -0.385 -0.313 -0.01
N 0.031 0.091 -1.531 0.21
Br 2.306 -0.270 -4.067 0.39
H 0.573 1.069 2.458 0.10
H 0.684 -0.781 2.152 0.14
H -1.698 -0.954 2.031 0.09
H -1.928 0.823 2.591 0.17
H -0.872 1.579 0.420 0.18
H 0.030 -1.299 0.097 0.13
H 3.687 -0.635 -4.266 -0.22
H -0.135 1.021 -1.877 0.14
H 0.534 -0.436 -2.246 0.02
```

## Properties
- LUMO (eV) = -4.52
- M (u) = 151.03
- charge = +1
- ΔE to the lowest compared entry with this formula, charge and spin (kJ/mol) = 9.1
- HOMO (eV) = -14.470

Below is a cluster of 2 separate species, C4H9BrO2S in total in a non-equilibrium geometry, with properties calculated with ωB97M-V/def2-TZVPD.

```
17
Properties=species:S:1:pos:R:3:lowdin_charge:R:1
C 1.075 -1.339 0.948 -0.06
C 0.814 -0.474 -1.357 0.01
C 1.301 1.135 0.474 -0.06
C 1.069 -0.243 -0.073 -0.43
O -1.815 0.957 -0.963 -0.38
O -3.957 1.633 -0.021 -0.47
S -2.838 0.808 0.283 0.51
Br -3.469 -1.366 -0.043 0.22
H 0.903 -2.308 0.489 0.08
H 2.030 -1.359 1.469 0.09
H 0.300 -1.168 1.696 0.08
H -0.983 0.441 -0.956 0.00
H 0.638 -1.472 -1.721 0.07
H 0.840 0.305 -2.102 0.08
H 2.305 1.212 0.889 0.09
H 1.186 1.895 -0.296 0.08
H 0.601 1.342 1.284 0.08
```

## Properties
- LUMO (eV) = -0.08
- M (u) = 201.09
- ΔE to the lowest compared entry with this formula, charge and spin (kJ/mol) = 0.0
- HOMO (eV) = -10.058

Below is an isolated molecule of C4H9Cl in a non-equilibrium geometry, with properties calculated with ωB97M-V/def2-TZVPD.

```
14
Properties=species:S:1:pos:R:3:lowdin_charge:R:1
C -0.766 -0.544 -1.631 -0.12
C 0.292 0.080 -0.756 -0.31
C -0.191 0.321 0.681 -0.67
C 0.851 0.097 1.740 -0.12
Cl -1.123 1.984 0.909 0.45
H -0.418 -0.592 -2.705 0.09
H -0.981 -1.522 -1.238 0.06
H -1.700 0.054 -1.668 0.08
H 0.510 1.048 -1.158 0.09
H 1.208 -0.516 -0.703 0.11
H -1.073 -0.341 0.968 0.10
H 1.876 0.259 1.106 0.14
H 0.890 -0.971 1.926 0.08
H 0.625 0.644 2.529 0.00
```

## Properties
- LUMO (eV) = 1.07
- M (u) = 92.57
- ΔE to the lowest compared entry with this formula, charge and spin (kJ/mol) = 100.1
- HOMO (eV) = -10.414

Below is a cluster of 2 separate species, C4H9Cl2 in total in a non-equilibrium geometry, with properties calculated with ωB97M-V/def2-TZVPD.

```
15
Properties=species:S:1:pos:R:3:lowdin_charge:R:1
Cl 0.005 -0.878 -0.577 -0.01
Cl -0.427 0.374 2.072 0.76
C -2.482 -1.305 2.234 -0.08
C -2.044 0.200 2.286 -1.00
C -2.713 1.049 1.148 -0.10
C -2.109 0.850 3.722 -0.12
H -2.280 -1.777 3.187 0.08
H -3.524 -1.279 2.040 0.06
H -1.968 -1.816 1.406 0.05
H -2.610 2.097 1.362 0.07
H -2.245 0.792 0.182 0.05
H -3.725 0.752 1.066 0.06
H -2.071 1.939 3.587 0.09
H -3.020 0.547 4.115 0.06
H -1.322 0.573 4.341 0.04
```

## Properties
- spin multiplicity = 2
- LUMO (alpha / beta) (eV) = 0.82 / -3.17
- M (u) = 128.02
- ΔE to the lowest compared entry with this formula, charge and spin (kJ/mol) = 71.6
- expectation value of S² = 0.75
- HOMO (alpha / beta) (eV) = -10.220 / -10.479

Below is a cluster of 2 separate species, C4H9Cl2NO2Si in total in a non-equilibrium geometry, with properties calculated with ωB97M-V/def2-TZVPD.

```
19
Properties=species:S:1:pos:R:3:lowdin_charge:R:1
C 0.202 1.251 -2.161 -0.09
C -0.783 -1.699 2.399 -0.23
C 0.555 0.248 -1.123 -0.26
C 0.177 0.315 0.153 -0.24
N 3.580 0.813 -0.501 -0.15
O 3.803 1.306 -1.558 0.05
O 3.273 1.727 0.485 -0.03
Si 0.683 -0.896 1.494 -0.22
Cl 1.784 0.190 2.862 0.36
Cl 1.917 -2.329 0.767 0.36
H -0.506 1.984 -1.780 0.08
H 1.108 1.767 -2.484 0.07
H -0.219 0.759 -3.038 0.08
H -1.351 -2.328 1.716 0.03
H -0.451 -2.327 3.222 0.03
H -1.462 -0.954 2.804 0.03
H 3.055 1.224 1.297 -0.01
H 1.183 -0.567 -1.456 0.08
H -0.450 1.147 0.449 0.07
```

## Properties
- spin multiplicity = 3
- LUMO (alpha / beta) (eV) = 0.63 / -1.92
- M (u) = 202.11
- expectation value of S² = 2.01
- HOMO (alpha / beta) (eV) = -7.783 / -10.085

Below is a cluster of 2 separate species, C4H9Cl3Si2 in total in a non-equilibrium geometry, with properties calculated with ωB97M-V/def2-TZVPD.

```
18
Properties=species:S:1:pos:R:3:lowdin_charge:R:1
C 2.821 0.459 1.520 -0.07
C 1.575 0.811 1.827 -0.33
C 0.959 2.247 -0.994 -0.25
C -3.023 -2.195 -0.444 -0.31
Si 0.324 1.425 0.588 0.25
Si -1.234 -1.876 -0.997 -0.22
Cl -1.113 2.538 1.494 0.27
Cl -1.230 -1.596 -3.032 0.19
Cl -0.129 -3.563 -0.627 0.20
H 3.504 0.071 2.257 0.05
H 3.206 0.555 0.520 0.04
H 1.237 0.675 2.848 0.05
H 1.758 1.662 -1.435 0.02
H 0.165 2.328 -1.733 0.02
H 1.340 3.248 -0.798 0.03
H -3.635 -1.311 -0.581 0.02
H -3.469 -3.008 -1.018 0.03
H -3.059 -2.469 0.605 0.02
```

## Properties
- LUMO (alpha / beta) (eV) = -0.66 / -1.08
- M (u) = 219.65
- ΔE to the lowest compared entry with this formula, charge and spin (kJ/mol) = 164.6
- HOMO (alpha / beta) (eV) = -7.824 / -7.255

Below is an isolated molecule of C4H9ClN2 in a non-equilibrium geometry, with properties calculated with ωB97M-V/def2-TZVPD.

```
16
Properties=species:S:1:pos:R:3:lowdin_charge:R:1
C 2.137 0.515 0.006 -0.12
C 1.457 -0.922 -0.612 -0.22
N 0.523 -1.673 -0.230 -0.01
N -0.501 -1.198 0.698 -0.09
C -0.858 0.175 0.558 -0.35
C -1.963 0.574 -0.502 -0.52
Cl -3.386 -0.521 -0.174 0.49
H 1.487 1.472 -0.175 0.05
H 3.310 0.808 -0.510 0.13
H 2.226 0.546 1.167 0.07
H 2.168 -1.454 -1.416 0.12
H -1.222 -1.966 0.933 0.14
H 0.016 0.771 0.462 0.03
H -1.317 0.620 1.476 0.12
H -2.230 1.641 -0.067 0.10
H -1.846 0.610 -1.615 0.07
```

## Properties
- LUMO (eV) = 0.81
- M (u) = 120.58
- ΔE to the lowest compared entry with this formula, charge and spin (kJ/mol) = 298.3
- HOMO (eV) = -8.659